Record 1
This record from OMol25 describes a cluster of 8 separate species, C36H76N4O12 in total at a distorted geometry. The level of theory is the ωB97M-V functional and the def2-TZVPD basis.

Last column: Löwdin charge in e.
Geometry (Å):
C 4.461 -2.448 1.968  -0.123
C 3.076 -2.117 2.217  -0.260
C 2.775 -1.707 3.695  -0.032
N 1.743 -0.521 3.876  -0.206
C 2.313 0.821 3.334  0.054
C 0.383 -0.911 3.299  -0.081
C -0.434 -1.601 4.393  -0.149
C 0.357 -1.525 5.666  -0.157
C 1.284 -0.325 5.341  -0.091
H 4.780 -3.324 2.532  0.082
H 5.165 -1.674 2.272  0.090
H 4.605 -2.713 0.920  0.063
H 2.359 -2.886 1.929  0.106
H 2.815 -1.351 1.487  0.093
H 3.729 -1.287 4.016  0.123
H 2.418 -2.493 4.362  0.125
H 3.036 1.117 4.095  0.101
H 1.554 1.602 3.284  0.095
H 2.739 0.542 2.370  0.078
H -0.035 0.045 2.984  0.106
H 0.519 -1.583 2.452  0.113
H -1.409 -1.164 4.610  0.118
H -0.708 -2.599 4.051  0.120
H -0.279 -1.417 6.544  0.119
H 0.842 -2.478 5.877  0.106
H 0.830 0.662 5.424  0.136
H 2.116 -0.328 6.046  0.125
C 2.529 5.006 2.342  -0.074
C 1.839 5.000 0.967  -0.219
C 0.261 5.186 0.936  -0.069
N -0.413 5.269 -0.470  -0.204
C 0.231 6.434 -1.301  0.045
C -1.899 5.708 -0.286  -0.084
C -2.717 5.175 -1.476  -0.111
C -1.738 4.161 -2.172  -0.151
C -0.588 3.908 -1.234  -0.063
H 2.029 4.181 2.849  0.058
H 2.348 5.917 2.911  0.076
H 3.593 4.796 2.234  0.087
H 2.181 4.259 0.245  0.102
H 2.317 5.804 0.408  0.085
H 0.088 6.169 1.373  0.124
H -0.267 4.449 1.541  0.122
H -0.176 6.483 -2.311  0.103
H 1.274 6.140 -1.424  0.091
H 0.186 7.310 -0.654  0.106
H -1.917 6.798 -0.291  0.123
H -2.280 5.216 0.609  0.118
H -2.964 5.922 -2.230  0.109
H -3.634 4.659 -1.190  0.086
H -1.322 4.561 -3.097  0.105
H -2.187 3.212 -2.462  0.100
H 0.371 3.676 -1.698  0.139
H -0.728 3.128 -0.485  0.119
C -0.574 -4.125 -4.566  -0.073
C 0.700 -4.318 -3.666  -0.195
C 1.303 -3.037 -3.041  -0.082
N 2.548 -3.397 -2.184  -0.202
C 2.229 -4.281 -0.954  0.039
C 3.180 -2.019 -1.733  -0.052
C 4.650 -2.033 -2.250  -0.099
C 4.946 -3.575 -2.317  -0.149
C 3.657 -4.100 -2.957  -0.138
H -0.448 -3.325 -5.296  0.068
H -1.462 -3.764 -4.046  0.033
H -0.874 -5.026 -5.101  0.076
H 1.427 -4.896 -4.236  0.096
H 0.359 -5.000 -2.887  0.102
H 0.532 -2.549 -2.444  0.111
H 1.769 -2.344 -3.741  0.133
H 1.825 -5.278 -1.129  0.107
H 1.591 -3.635 -0.349  0.092
H 3.103 -4.449 -0.324  0.092
H 3.337 -2.196 -0.669  0.084
H 2.571 -1.125 -1.868  0.133
H 5.317 -1.546 -1.538  0.115
H 4.753 -1.612 -3.250  0.116
H 5.102 -4.207 -1.443  0.104
H 5.828 -3.811 -2.911  0.114
H 3.494 -5.176 -2.894  0.126
H 3.722 -3.845 -4.014  0.131
C -5.243 2.705 -0.166  -0.120
C -4.316 1.516 -0.452  -0.169
C -5.164 0.259 -1.031  -0.061
N -4.230 -0.872 -1.445  -0.241
C -3.618 -1.487 -0.198  0.057
C -4.872 -2.034 -2.237  -0.067
C -3.809 -2.542 -3.210  -0.163
C -2.622 -1.666 -3.051  -0.191
C -3.182 -0.418 -2.453  -0.103
H -5.894 2.307 0.613  0.079
H -5.909 3.055 -0.955  0.072
H -4.859 3.598 0.326  0.068
H -3.764 1.407 0.481  0.099
H -3.650 1.974 -1.183  0.076
H -5.712 0.535 -1.932  0.119
H -6.002 -0.180 -0.490  0.136
H -2.961 -0.705 0.183  0.086
H -2.995 -2.345 -0.450  0.095
H -4.377 -1.689 0.557  0.128
H -5.070 -2.838 -1.528  0.134
H -5.804 -1.639 -2.641  0.127
H -3.485 -3.566 -3.028  0.120
H -4.270 -2.466 -4.195  0.120
H -1.971 -2.220 -2.375  0.104
H -2.096 -1.495 -3.990  0.125
H -2.437 0.121 -1.868  0.120
H -3.565 0.238 -3.235  0.144
O -2.085 1.522 3.098  0.067
C -3.065 2.391 2.954  -1.001
O -4.182 2.004 3.312  -0.028
O -2.829 3.479 2.531  0.002
H -2.775 0.967 3.470  0.081
O -0.925 0.673 0.468  0.099
C 0.167 0.177 0.072  -0.921
O 1.139 0.891 0.278  -0.006
O 0.258 -1.006 -0.398  -0.052
H -0.520 1.363 0.999  0.090
O 3.820 1.986 -0.621  0.072
C 4.831 1.239 -0.363  -0.953
O 5.890 1.653 -0.838  -0.036
O 4.591 0.290 0.417  -0.064
H 3.202 1.492 -0.079  0.048
O -1.014 -3.474 1.281  0.048
C -1.753 -4.471 0.849  -0.904
O -1.701 -4.581 -0.404  -0.096
O -2.482 -5.083 1.669  -0.051
H -0.726 -3.259 0.391  0.047

## Properties
Net charge: 0
Relative energy (zero: lowest compared OMol25 entry of this formula, charge and spin), kcal per mole: 148.5
Calculated total energy, hartree: -2538.987225
Frontier orbital gap, eV: 6.55
Highest occupied orbital energy, eV: -6.683
Molar mass, g/mol: 757.02

Record 2
This record from OMol25 describes an isolated molecule of C5H11ClO at a distorted geometry. The level of theory is the ωB97M-V functional and the def2-TZVPD basis.

Last column: natural (NBO) charge in e.
Geometry (Å):
C -1.847 -0.213 -0.339  -0.638
C -0.503 -0.801 -0.533  0.050
C 0.736 0.016 -0.051  0.116
C 0.859 1.307 -0.757  -0.667
C 0.704 0.274 1.513  -0.644
H -1.958 0.572 -1.156  0.217
H -2.077 0.072 0.670  0.221
H -2.639 -0.971 -0.524  0.239
H -0.360 -1.027 -1.661  0.167
H 0.442 -2.331 -0.048  0.477
H 1.783 1.792 -0.429  0.228
H 0.006 1.929 -0.370  0.224
H 0.862 1.278 -1.851  0.225
H 0.073 1.056 1.764  0.208
H 0.376 -0.572 2.020  0.232
H 1.648 0.609 1.907  0.223
O -0.455 -1.995 0.198  -0.723
Cl 2.349 -0.996 -0.352  -0.156

## Properties
SMILES string: C[C@H](O)C(C)(C)Cl
Net charge: 0
Relative energy (zero: lowest compared OMol25 entry of this formula, charge and spin), kcal per mole: 0.0
Calculated total energy, hartree: -732.526426
Frontier orbital gap, eV: 11.08
Highest occupied orbital energy, eV: -10.233
Molar mass, g/mol: 122.59

Record 3
This record from OMol25 describes a cluster of 3 separate species, C2H12N2O2 in total at a distorted geometry. The level of theory is the ωB97M-V functional and the def2-TZVPD basis.

Last column: Löwdin spin population.
Geometry (Å):
C 0.408 1.132 1.635  0.072
N -0.727 0.355 1.161  0.010
C -0.563 -0.097 -0.250  0.174
N -0.684 1.035 -1.177  0.020
H -0.032 2.111 2.051  0.004
H 1.023 0.675 2.339  0.019
H 1.031 1.600 0.776  0.010
H -0.917 -0.661 1.582  0.038
H -1.385 -0.804 -0.498  0.035
H 0.280 -0.647 -0.463  0.068
H 0.126 1.688 -0.864  0.008
H -0.488 0.729 -2.197  0.036
H 2.914 -4.735 -3.065  0.082
H 3.910 -4.242 -1.941  0.082
O 3.644 -4.055 -2.875  0.333
H -3.552 2.182 0.926  0.002
H -2.117 1.662 1.211  0.000
O -2.873 2.073 1.650  0.005

## Properties
Net charge: -1
Relative energy (zero: lowest compared OMol25 entry of this formula, charge and spin), kcal per mole: 37.4
Calculated total energy, hartree: -343.284662
2S+1: 2
Frontier orbital gap (alpha / beta), eV: 2.50 / 9.82
Highest occupied orbital energy (alpha / beta), eV: 0.994 / -6.192
Molar mass, g/mol: 96.13

Record 4
This record from OMol25 describes a structure of composition C2H2O2Pb at a distorted geometry. The level of theory is the ωB97M-V functional and the def2-TZVPD basis.

Last column: Löwdin spin population.
Geometry (Å):
O -0.394 1.604 -0.741  0.005
C -0.187 0.391 -0.082  0.061
C 0.541 -0.621 -0.486  0.065
O 1.611 -1.185 -0.617  0.034
H 0.420 2.119 -0.691  -0.001
Pb -1.449 -0.337 1.686  0.806
H -0.543 -1.971 0.931  0.030

## Properties
Net charge: -1
Relative energy (zero: lowest compared OMol25 entry of this formula, charge and spin), kcal per mole: 0.0
Calculated total energy, hartree: -420.629916
2S+1: 2
Frontier orbital gap (alpha / beta), eV: 5.04 / 7.40
Highest occupied orbital energy (alpha / beta), eV: -1.291 / -3.700
Molar mass, g/mol: 265.24